# C4H8O2

C4H8O2 in the gas phase (ωB97M-V/def2-TZVPD, the OMol25 dataset).

Geometry as XYZ:
```
14
Properties=species:S:1:pos:R:3:forces:R:3:nbo_charge:R:1
O 1.5387 1.4622 -0.2188 -0.169 -0.350 0.447 -0.51
O 0.5839 -1.2660 -1.1530 -0.007 -0.243 0.078 -0.70
C 1.3697 0.6518 0.6630 -0.283 0.499 0.082 0.38
C -0.5187 -0.3964 -1.3116 -0.364 0.203 0.024 -0.07
C -1.1123 0.0289 0.0478 0.139 0.005 -0.129 -0.42
C -0.0170 0.1763 1.1362 0.236 0.133 -0.055 -0.53
H 0.0631 -0.7505 1.7211 0.231 0.269 -0.183 0.23
H -0.2475 0.4897 -1.9025 0.056 -0.198 0.128 0.17
H -0.2726 0.9697 1.8477 -0.232 -0.107 0.073 0.25
H -1.2661 -0.9691 -1.8685 0.081 0.172 0.000 0.19
H -1.8362 -0.7357 0.3632 0.274 0.220 0.132 0.21
H 1.1353 -0.8773 -0.4639 0.137 -0.484 -0.562 0.45
H 2.2557 0.2555 1.2150 -0.276 0.020 -0.021 0.13
H -1.6761 0.9609 -0.0758 0.178 -0.141 -0.012 0.22
```
Positions in Å, forces in eV/Å.

Results
Charge = 0
Energy relative to the best compared isomer or geometry (same formula, charge and spin) = 1.662 eV
Structure (SMILES) = O=CCCCO
Total energy = -8371.6200 eV
Highest occupied orbital energy = -10.03 eV